{"formula": "C37H39N4PtS2Si", "method": "the ωB97M-V functional and the def2-TZVPD basis", "total_charge": 1, "fmax_ev_per_a": 4.276, "de_lowest_kj_mol": 242.4, "orbital_gap_ev": 6.31, "lumo_ev": -4.33, "e_tot_ha": -2857.37693, "species": ["Pt", "C", "C", "C", "C", "C", "C", "C", "C", "S", "C", "N", "C", "C", "C", "C", "C", "C", "C", "C", "H", "H", "H", "H", "H", "H", "H", "H", "H", "H", "H", "H", "H", "H", "H", "H", "C", "N", "C", "C", "C", "C", "C", "N", "C", "C", "C", "C", "C", "C", "H", "H", "H", "H", "H", "H", "H", "H", "H", "H", "H", "C", "Si", "C", "C", "C", "C", "C", "C", "N", "C", "S", "H", "H", "H", "H", "H", "H", "H", "H", "H", "H", "H", "H"], "xyz": [[0.494, 0.456, -1.424], [-0.415, -0.266, 5.545], [0.913, -0.384, 4.780], [2.094, -0.369, 5.762], [0.936, -1.724, 4.041], [1.017, 0.810, 3.840], [1.086, 2.103, 4.394], [1.124, 3.235, 3.609], [1.131, 3.068, 2.231], [1.224, 4.289, 1.000], [1.238, 3.038, -0.196], [1.158, 1.824, 0.274], [1.092, 1.794, 1.652], [1.012, 0.665, 2.465], [1.230, 3.313, -1.614], [1.650, 4.529, -2.156], [1.523, 4.747, -3.515], [0.983, 3.760, -4.330], [0.594, 2.536, -3.795], [0.720, 2.311, -2.438], [-0.549, -1.125, 6.203], [-1.252, -0.236, 4.846], [-0.448, 0.638, 6.152], [2.037, -1.235, 6.421], [2.105, 0.525, 6.383], [3.037, -0.417, 5.215], [0.925, -2.530, 4.775], [1.846, -1.825, 3.447], [0.067, -1.846, 3.394], [1.104, 2.230, 5.466], [1.146, 4.224, 4.044], [0.940, -0.308, 2.002], [2.069, 5.293, -1.513], [1.832, 5.691, -3.942], [0.856, 3.939, -5.389], [0.180, 1.777, -4.448], [3.479, -0.487, -2.099], [2.069, -0.592, -2.436], [1.688, -1.126, -3.551], [0.335, -1.148, -3.878], [-0.366, -1.543, -5.031], [-1.692, -1.205, -4.812], [-1.760, -0.634, -3.528], [-0.553, -0.620, -2.974], [3.919, -1.582, -1.147], [5.021, -2.369, -1.452], [5.458, -3.334, -0.555], [4.784, -3.525, 0.640], [3.673, -2.750, 0.942], [3.243, -1.779, 0.052], [3.641, 0.479, -1.613], [4.081, -0.529, -3.010], [2.414, -1.520, -4.258], [0.065, -1.982, -5.915], [-2.527, -1.341, -5.478], [-2.629, -0.259, -3.009], [5.546, -2.223, -2.388], [6.326, -3.933, -0.795], [5.123, -4.279, 1.338], [3.149, -2.899, 1.876], [2.377, -1.168, 0.288], [-3.489, -3.134, -0.296], [-4.551, -1.581, -0.351], [-5.743, -1.482, 1.111], [-5.516, -1.473, -1.977], [-3.531, 0.048, -0.328], [-4.230, 1.250, -0.447], [-3.583, 2.466, -0.634], [-2.212, 2.459, -0.784], [-1.515, 1.338, -0.645], [-2.132, 0.172, -0.358], [-0.979, -1.071, -0.014], [-4.104, -4.013, -0.501], [-3.028, -3.276, 0.680], [-2.693, -3.112, -1.038], [-6.484, -2.278, 1.037], [-6.279, -0.532, 1.124], [-5.228, -1.592, 2.066], [-6.277, -2.252, -2.029], [-4.867, -1.594, -2.845], [-6.026, -0.514, -2.072], [-5.313, 1.231, -0.400], [-4.129, 3.397, -0.685], [-1.654, 3.361, -1.004]], "forces_ev_per_a": [[-4.1, 1.0, -0.2], [0.1, -0.1, -0.1], [0.0, -0.1, 0.2], [-0.1, 0.0, -0.1], [0.0, 0.2, 0.0], [0.0, -0.1, 0.0], [0.0, 0.2, -0.1], [0.0, -0.1, 0.1], [0.1, -0.1, -0.3], [0.1, -0.5, -0.2], [0.2, 0.6, 0.4], [0.0, -0.9, -1.7], [-0.1, -0.1, 0.7], [0.1, -0.1, 0.0], [-0.1, 0.1, -0.3], [-0.3, 0.0, 0.1], [0.0, 0.1, -0.1], [-0.2, 0.0, 0.1], [-0.2, -0.2, -0.1], [1.2, -1.4, 0.1], [0.0, 0.0, 0.0], [0.0, 0.0, 0.0], [0.0, 0.0, 0.0], [0.0, 0.0, 0.0], [0.0, 0.0, 0.0], [0.1, 0.0, 0.0], [0.0, 0.0, 0.0], [0.0, 0.0, 0.0], [0.0, 0.0, -0.1], [-0.1, 0.0, 0.0], [0.1, 0.0, 0.1], [0.0, 0.0, 0.0], [0.0, 0.0, 0.0], [0.1, 0.0, 0.0], [0.1, 0.0, 0.0], [0.1, -0.1, 0.0], [0.3, -0.1, 0.6], [-0.9, 1.4, 0.8], [-0.1, 0.1, -0.1], [-0.2, -0.4, -0.7], [0.3, 0.2, 0.2], [0.0, 0.1, 0.4], [-0.7, 0.3, -0.1], [1.9, 1.4, 1.2], [0.0, 0.1, -0.1], [-0.1, 0.1, 0.1], [0.0, 0.0, 0.0], [0.1, 0.0, 0.0], [0.0, 0.0, 0.0], [0.0, 0.0, 0.0], [0.0, 0.0, -0.2], [-0.1, 0.1, 0.0], [0.1, -0.1, 0.2], [0.0, -0.1, 0.0], [0.0, -0.1, 0.0], [0.0, 0.0, 0.0], [0.0, 0.0, 0.0], [0.0, 0.0, 0.0], [0.0, 0.0, 0.0], [0.0, 0.0, 0.0], [0.0, 0.0, 0.0], [-0.3, 0.2, 0.0], [-0.1, 0.0, 0.1], [0.2, -0.1, -0.4], [0.2, -0.1, 0.3], [0.0, 0.1, -0.1], [0.1, -0.3, 0.1], [0.2, 0.1, 0.1], [0.0, 0.6, -0.2], [1.3, -1.2, -0.8], [0.2, -0.3, 0.3], [0.8, -0.5, -0.1], [-0.1, 0.0, 0.0], [0.0, 0.0, 0.0], [0.0, 0.0, 0.0], [0.0, 0.0, 0.0], [0.0, 0.0, 0.0], [0.1, 0.0, 0.0], [0.0, -0.1, 0.0], [0.1, 0.0, 0.0], [0.0, 0.0, 0.0], [0.0, 0.1, 0.0], [0.0, 0.0, 0.0], [0.0, 0.0, -0.1]]}

***

{"formula": "C37H39N7PSSe2Zr", "method": "the ωB97M-V functional and the def2-TZVPD basis", "total_charge": 3, "fmax_ev_per_a": 0.490, "de_lowest_kj_mol": 18.2, "orbital_gap_ev": 6.62, "lumo_ev": -9.32, "e_tot_ha": -7405.46177, "species": ["Zr", "N", "C", "N", "C", "N", "N", "C", "C", "C", "C", "C", "C", "N", "C", "C", "C", "C", "C", "C", "H", "H", "H", "H", "H", "H", "H", "H", "H", "H", "H", "C", "C", "C", "C", "C", "C", "C", "C", "C", "H", "H", "H", "H", "H", "H", "H", "H", "H", "H", "H", "H", "Se", "P", "Se", "C", "C", "C", "C", "C", "C", "C", "C", "C", "C", "C", "C", "H", "H", "H", "H", "H", "H", "H", "H", "H", "H", "C", "N", "C", "N", "S", "H", "H", "H", "H", "H", "H"], "xyz": [[-0.630, -0.069, 0.195], [-3.166, -2.263, -2.883], [-2.716, -1.305, -2.106], [-1.884, -1.504, -1.094], [-1.557, -2.851, -0.791], [-1.138, -3.165, 0.387], [-1.156, -2.044, 1.190], [-1.371, -2.173, 2.436], [-1.533, -0.924, 3.169], [-1.795, -0.899, 4.521], [-2.073, 0.324, 5.125], [-2.099, 1.456, 4.335], [-1.798, 1.349, 2.984], [-1.498, 0.189, 2.395], [-1.766, -3.869, -1.805], [-1.208, -5.146, -1.727], [-1.514, -6.080, -2.696], [-2.391, -5.759, -3.734], [-2.963, -4.501, -3.817], [-2.635, -3.565, -2.848], [-3.836, -2.030, -3.603], [-3.078, -0.302, -2.288], [-1.474, -3.149, 2.902], [-1.800, -1.821, 5.087], [-2.285, 0.379, 6.184], [-2.343, 2.425, 4.748], [-1.791, 2.226, 2.355], [-0.547, -5.387, -0.906], [-1.082, -7.070, -2.648], [-2.633, -6.501, -4.483], [-3.649, -4.255, -4.618], [2.481, 1.047, -1.946], [1.287, 0.281, -2.443], [1.413, -1.087, -2.730], [0.528, -1.734, -3.581], [0.793, -3.145, -4.026], [-0.548, -1.005, -4.099], [-0.778, 0.313, -3.741], [-1.914, 1.101, -4.333], [0.135, 0.942, -2.881], [2.220, 2.037, -1.577], [3.164, 1.179, -2.788], [3.030, 0.509, -1.174], [2.294, -1.616, -2.382], [1.276, -3.726, -3.241], [1.465, -3.137, -4.886], [-0.121, -3.654, -4.331], [-1.202, -1.479, -4.824], [-2.491, 1.615, -3.560], [-2.588, 0.467, -4.910], [-1.535, 1.866, -5.012], [0.059, 2.015, -2.743], [1.745, -1.104, 0.850], [2.153, 0.823, 1.829], [0.678, 2.203, 0.974], [3.814, 1.383, 1.498], [4.085, 2.750, 1.457], [5.396, 3.173, 1.310], [6.419, 2.241, 1.203], [6.144, 0.880, 1.241], [4.838, 0.442, 1.389], [1.894, 0.667, 3.599], [1.586, 1.807, 4.343], [1.517, 1.722, 5.725], [1.755, 0.509, 6.360], [2.063, -0.624, 5.618], [2.135, -0.551, 4.235], [3.286, 3.477, 1.536], [5.619, 4.231, 1.277], [7.441, 2.576, 1.086], [6.946, 0.161, 1.155], [4.623, -0.620, 1.416], [1.413, 2.756, 3.850], [1.294, 2.606, 6.307], [1.715, 0.451, 7.439], [2.263, -1.562, 6.118], [2.388, -1.435, 3.662], [-3.643, 5.365, -1.033], [-3.571, 3.935, -0.735], [-2.464, 3.223, -0.767], [-1.313, 3.804, -1.072], [-2.609, 1.518, -0.443], [-4.680, 5.676, -0.959], [-3.296, 5.564, -2.048], [-3.059, 5.940, -0.314], [-4.419, 3.448, -0.486], [-1.255, 4.794, -1.261], [-0.464, 3.264, -1.115]], "forces_ev_per_a": [[-0.1, -0.2, 0.4], [0.0, 0.0, 0.0], [0.0, 0.0, 0.0], [0.1, -0.1, -0.1], [0.0, 0.0, -0.1], [0.0, 0.0, 0.1], [0.1, 0.2, -0.2], [0.1, 0.0, 0.0], [0.0, 0.0, 0.0], [0.0, 0.0, 0.0], [0.0, 0.0, 0.0], [0.0, 0.0, 0.0], [0.0, 0.0, 0.0], [0.1, 0.0, 0.1], [-0.1, 0.1, 0.0], [0.0, 0.0, 0.0], [0.0, 0.0, 0.0], [0.0, 0.0, 0.0], [0.0, 0.0, 0.0], [0.0, 0.0, 0.0], [0.0, 0.0, 0.0], [0.0, 0.0, 0.0], [0.0, 0.0, 0.0], [0.0, 0.0, 0.0], [0.0, 0.0, 0.0], [0.0, 0.0, 0.0], [0.0, 0.0, 0.0], [0.0, 0.0, 0.0], [0.0, 0.0, 0.0], [0.0, 0.0, 0.0], [0.0, 0.0, 0.0], [0.0, 0.0, 0.0], [0.0, 0.0, 0.0], [0.0, 0.0, 0.0], [0.0, 0.0, 0.0], [0.0, 0.0, 0.0], [0.0, 0.0, 0.0], [0.0, 0.0, -0.1], [0.0, 0.0, 0.0], [0.1, 0.0, 0.1], [0.0, 0.0, 0.0], [0.0, 0.0, 0.0], [0.0, 0.0, 0.0], [0.0, 0.0, 0.0], [0.0, 0.0, 0.0], [0.0, 0.0, 0.0], [0.0, 0.0, 0.0], [0.0, 0.0, 0.0], [0.0, 0.0, 0.0], [0.0, 0.0, 0.0], [0.0, 0.0, 0.0], [0.0, 0.0, 0.0], [-0.1, 0.1, 0.1], [0.0, 0.0, -0.1], [-0.1, 0.0, -0.1], [0.0, 0.0, 0.0], [0.0, 0.0, 0.0], [0.0, 0.0, 0.0], [0.0, 0.0, 0.0], [0.0, 0.0, 0.0], [0.0, 0.0, 0.0], [0.0, 0.0, 0.0], [0.0, 0.0, 0.0], [0.0, 0.0, 0.0], [0.0, 0.0, 0.0], [0.0, 0.0, 0.0], [0.0, 0.0, 0.0], [0.0, 0.0, 0.0], [0.0, 0.0, 0.0], [0.0, 0.0, 0.0], [0.0, 0.0, 0.0], [0.0, 0.0, 0.0], [0.0, 0.0, 0.0], [0.0, 0.0, 0.0], [0.0, 0.0, 0.0], [0.0, 0.0, 0.0], [0.0, 0.0, 0.0], [0.0, 0.0, 0.0], [0.0, 0.0, 0.0], [0.1, 0.0, 0.0], [0.0, 0.0, 0.0], [-0.1, 0.1, -0.1], [0.0, 0.0, 0.0], [0.0, 0.0, 0.0], [0.0, 0.0, 0.0], [0.0, 0.0, 0.0], [0.0, 0.0, 0.0], [0.0, 0.0, 0.0]]}

***

{"formula": "C37H40AsCoNOP2", "method": "the ωB97M-V functional and the def2-TZVPD basis", "spin_multiplicity": 5, "total_charge": 1, "fmax_ev_per_a": 3.561, "orbital_gap_ev": [6.54, 6.91], "s_squared": 6.028, "lumo_ev": [-2.41, -2.95], "e_tot_ha": -5864.85418, "species": ["C", "C", "C", "C", "C", "C", "C", "C", "C", "C", "C", "C", "C", "H", "H", "H", "H", "H", "H", "H", "N", "Co", "C", "H", "H", "C", "H", "H", "P", "P", "C", "H", "H", "H", "C", "H", "H", "H", "C", "H", "H", "H", "C", "H", "H", "H", "H", "H", "O", "As", "C", "C", "C", "C", "C", "C", "C", "C", "C", "C", "C", "C", "C", "C", "C", "C", "C", "C", "H", "H", "H", "H", "H", "H", "H", "H", "H", "H", "H", "H", "H", "H", "H"], "xyz": [[4.131, -2.307, -1.365], [3.439, -1.109, -1.209], [2.338, -0.820, -2.055], [2.140, -1.618, -3.206], [2.851, -2.816, -3.340], [3.807, -3.186, -2.401], [1.218, -1.196, -4.291], [0.749, 0.202, -4.127], [1.019, 0.939, -2.951], [0.873, 2.351, -2.976], [0.220, 2.950, -4.050], [-0.237, 2.180, -5.124], [0.060, 0.823, -5.177], [4.928, -2.552, -0.659], [2.655, -3.449, -4.207], [4.332, -4.136, -2.487], [1.748, -1.284, -5.257], [0.062, 4.030, -4.037], [-0.793, 2.656, -5.931], [-0.219, 0.228, -6.049], [1.485, 0.271, -1.800], [0.832, 0.617, -0.204], [3.785, -0.137, -0.098], [3.923, 0.892, -0.463], [4.668, -0.453, 0.467], [1.389, 3.169, -1.809], [2.449, 2.960, -1.586], [1.252, 4.244, -1.967], [2.374, -0.133, 1.055], [0.422, 2.707, -0.330], [-1.273, 3.174, -0.745], [-1.982, 2.511, -0.234], [-1.444, 4.210, -0.421], [-1.425, 3.100, -1.828], [0.922, 3.737, 1.058], [0.475, 4.734, 0.943], [0.551, 3.259, 1.974], [2.017, 3.811, 1.095], [2.213, -1.864, 1.548], [2.636, -2.002, 2.553], [1.158, -2.164, 1.538], [2.747, -2.503, 0.834], [2.789, 0.819, 2.523], [1.859, 1.016, 3.073], [3.483, 0.233, 3.143], [3.250, 1.771, 2.227], [0.293, -1.982, -4.441], [-0.379, -2.586, -4.478], [-0.211, 0.729, 1.447], [-1.555, -0.333, 1.712], [-3.086, 0.740, 1.281], [-3.974, 0.337, 0.272], [-5.085, 1.134, -0.023], [-5.320, 2.312, 0.695], [-4.435, 2.706, 1.706], [-3.315, 1.922, 2.002], [-1.253, -1.875, 0.593], [-1.163, -1.723, -0.803], [-0.842, -2.827, -1.594], [-0.601, -4.068, -1.010], [-0.742, -4.232, 0.372], [-1.094, -3.143, 1.178], [-1.496, -0.639, 3.615], [-2.671, -0.518, 4.378], [-2.614, -0.677, 5.768], [-1.397, -0.971, 6.393], [-0.231, -1.102, 5.629], [-0.274, -0.926, 4.241], [-3.798, -0.596, -0.267], [-5.770, 0.827, -0.815], [-6.196, 2.924, 0.471], [-4.614, 3.622, 2.272], [-2.625, 2.221, 2.793], [-1.363, -0.750, -1.270], [-0.788, -2.714, -2.682], [-0.319, -4.917, -1.637], [-0.588, -5.211, 0.828], [-1.238, -3.268, 2.254], [-3.616, -0.287, 3.886], [-3.524, -0.565, 6.360], [-1.355, -1.096, 7.476], [0.723, -1.333, 6.108], [0.641, -1.003, 3.646]], "forces_ev_per_a": [[-0.1, 0.0, -0.1], [-0.5, 0.3, 0.0], [0.1, -0.4, -0.5], [0.1, -0.6, 0.3], [0.2, 0.2, 0.1], [0.1, 0.0, 0.1], [2.1, 1.7, 0.4], [-0.6, 0.5, -0.2], [0.0, -0.2, -0.7], [0.0, -0.4, 0.3], [-0.1, -0.2, -0.1], [0.0, 0.1, 0.0], [0.2, 0.2, 0.1], [-0.2, 0.1, -0.3], [0.1, 0.1, 0.2], [-0.1, 0.3, 0.0], [-0.6, -0.3, 0.2], [0.1, -0.3, -0.1], [0.2, -0.1, 0.2], [0.1, 0.2, 0.2], [1.9, -0.1, -3.0], [-2.2, -0.8, 1.3], [0.4, -0.4, 0.5], [0.0, -0.3, 0.0], [0.2, 0.0, -0.4], [-0.3, 0.6, 0.1], [-0.3, 0.0, -0.1], [0.2, -0.1, -0.4], [1.5, -0.1, 0.0], [0.5, 1.2, -0.7], [-0.4, 0.3, 0.1], [0.1, 0.3, -0.2], [-0.1, -0.2, -0.1], [0.0, 0.0, 0.2], [-0.2, 0.5, 0.1], [0.3, -0.1, 0.2], [0.1, 0.2, -0.2], [-0.3, 0.0, 0.0], [0.0, -0.4, 0.4], [-0.1, -0.2, -0.2], [0.4, 0.0, 0.1], [-0.1, 0.2, 0.2], [0.3, -0.2, 0.5], [0.3, 0.0, -0.1], [-0.1, 0.4, 0.0], [-0.1, -0.3, 0.1], [-0.4, -0.2, 0.1], [-0.8, -0.7, -0.3], [-2.3, -1.4, 1.0], [1.5, 1.5, 0.2], [-0.8, -0.4, -0.2], [0.1, 0.3, 0.3], [0.1, 0.1, 0.0], [0.2, -0.2, 0.0], [0.2, -0.2, 0.0], [-0.1, -0.1, -0.1], [-0.5, -0.5, -0.1], [0.0, 0.1, 0.3], [0.0, 0.2, -0.1], [0.0, 0.0, 0.3], [-0.1, 0.2, 0.1], [0.0, 0.1, -0.2], [-0.5, -0.3, 0.4], [0.4, -0.1, 0.0], [0.2, 0.0, -0.2], [0.0, 0.0, -0.3], [-0.2, 0.1, -0.3], [-0.2, 0.0, 0.0], [-0.1, 0.3, 0.1], [0.2, 0.1, 0.3], [0.3, -0.2, 0.1], [0.0, -0.3, -0.2], [-0.2, 0.0, -0.2], [0.1, -0.4, 0.1], [0.0, 0.0, 0.5], [-0.1, 0.3, 0.2], [-0.1, 0.3, -0.1], [0.1, 0.0, -0.3], [0.2, -0.1, 0.2], [0.3, -0.1, -0.2], [0.0, 0.0, -0.3], [-0.3, 0.1, -0.1], [-0.3, 0.0, 0.2]]}